# 1
# C5H12N2

An isolated molecule of C5H12N2 in a non-equilibrium geometry (ωB97M-V/def2-TZVPD, OMol25).

## Properties
- LUMO: 0.037 hartree
- Energy: -307.1689 a.u.
- Multiplicity: 1
- HOMO-LUMO gap: 0.34827 Eh
- SMILES: [H]/N=C/NCCCC
- Total charge: 0
- Relative energy (zero: lowest compared OMol25 entry of this formula, charge and spin): 158.6 kJ/mol
- HOMO: -8.4832 eV

Each atom is followed by the atoms it is bonded to, with distances in Å.
Atoms and positions in Å:
1 C 2.37 0.09 0.08  C2 1.528, H8 1.107, H9 1.080, H10 1.110
2 C 1.22 -0.91 -0.08  C1 1.528, C3 1.496, H11 1.127, H12 1.096
3 C 0.17 -0.61 -1.11  C2 1.496, C4 1.584, H13 1.119, H14 1.100
4 C -0.79 0.64 -0.98  C3 1.584, N5 1.451, H15 1.086, H16 1.100
5 N -1.03 0.98 0.41  C4 1.451, C6 1.360, H17 1.004
6 C -2.11 0.49 1.07  N5 1.360, N7 1.282, H18 1.106
7 N -2.06 0.39 2.35  C6 1.282, H19 1.015
8 H 2.08 0.84 -0.68  C1 1.107
9 H 3.36 -0.31 -0.05  C1 1.080
10 H 2.38 0.84 0.91  C1 1.110
11 H 1.70 -1.88 -0.38  C2 1.127
12 H 0.74 -1.32 0.81  C2 1.096
13 H 0.53 -0.52 -2.17  C3 1.119
14 H -0.52 -1.45 -1.22  C3 1.100
15 H -1.72 0.27 -1.40  C4 1.086
16 H -0.50 1.45 -1.66  C4 1.100
17 H -0.22 1.28 0.92  N5 1.004
18 H -2.93 0.06 0.47  C6 1.106
19 H -2.65 -0.35 2.71  N7 1.015

Charges computed using natural (NBO), reported in e: number 1, C, carries -0.63; number 2, C, carries -0.44; number 3, C, carries -0.41; number 4, C, carries -0.22; number 5, N, carries -0.62; number 6, C, carries 0.29; number 7, N, carries -0.76; number 8, H, carries 0.21; number 9, H, carries 0.22; number 10, H, carries 0.21; number 11, H, carries 0.22; number 12, H, carries 0.22; number 13, H, carries 0.20; number 14, H, carries 0.21; number 15, H, carries 0.20; number 16, H, carries 0.19; number 17, H, carries 0.40; number 18, H, carries 0.15; number 19, H, carries 0.34

---

# 2
# C25H55IN8O11

A cluster of 9 separate species, C25H55IN8O11 in total in a non-equilibrium geometry (ωB97M-V/def2-TZVPD, OMol25).

## Properties
- LUMO: -0.002 hartree
- Energy: -2549.1634 a.u.
- Multiplicity: 1
- HOMO-LUMO gap: 0.34224 Eh
- SMILES: CCCCCC[C@H]1OC(=O)O[C@@H]1I.CC(N)=O.CC(N)=O.CC(N)=O.CC(N)=O.CC(N)=O.CC(N)=O.CC(N)=O.CC(N)=O
- Total charge: 0
- HOMO: -9.3605 eV

Each atom is followed by the atoms it is bonded to, with distances in Å.
Atoms and positions in Å:
1 C -3.28 -3.20 -2.86  C2 1.521, H14 1.085, H15 1.087, H16 1.084
2 C -2.37 -2.33 -2.00  C1 1.521, C3 1.538, H17 1.080, H18 1.088
3 C -1.58 -1.30 -2.83  C2 1.538, C4 1.519, H19 1.088, H20 1.083
4 C -2.30 0.03 -2.99  C3 1.519, C5 1.550, H21 1.088, H22 1.086
5 C -2.43 0.91 -1.72  C4 1.550, C6 1.522, H23 1.083, H24 1.084
6 C -1.59 0.51 -0.52  C5 1.522, C7 1.515, H25 1.084, H26 1.089
7 C -0.09 0.66 -0.71  C6 1.515, O8 1.424, C12 1.562, H27 1.081
8 O 0.27 1.85 -1.41  C7 1.424, C9 1.341
9 C 1.33 2.39 -0.81  O8 1.341, O10 1.216, O11 1.370
10 O 2.23 3.02 -1.34  C9 1.216
11 O 1.24 2.16 0.54  C9 1.370, C12 1.412
12 C 0.63 0.89 0.66  C7 1.562, O11 1.412, I13 2.178, H28 1.077
13 I 2.20 -0.57 1.09  C12 2.178
14 H -4.02 -2.58 -3.35  C1 1.085
15 H -2.68 -3.69 -3.62  C1 1.087
16 H -3.73 -3.96 -2.23  C1 1.084
17 H -2.97 -1.83 -1.25  C2 1.080
18 H -1.64 -2.95 -1.49  C2 1.088
19 H -1.49 -1.72 -3.83  C3 1.088
20 H -0.56 -1.19 -2.49  C3 1.083
21 H -1.79 0.60 -3.76  C4 1.088
22 H -3.30 -0.17 -3.37  C4 1.086
23 H -3.46 0.90 -1.39  C5 1.083
24 H -2.17 1.93 -1.99  C5 1.084
25 H -1.76 -0.50 -0.17  C6 1.084
26 H -1.88 1.17 0.30  C6 1.089
27 H 0.39 -0.22 -1.10  C7 1.081
28 H 0.03 0.87 1.55  C12 1.077
29 O 1.08 -1.01 -4.84  C30 1.213
30 C 2.10 -0.81 -4.21  O29 1.213, N31 1.366, C32 1.511
31 N 2.18 0.21 -3.30  C30 1.366, H33 1.002, H34 1.007
32 C 3.34 -1.65 -4.38  C30 1.511, H35 1.088, H36 1.088, H37 1.089
33 H 3.01 0.39 -2.77  N31 1.002
34 H 1.37 0.79 -3.17  N31 1.007
35 H 3.67 -1.59 -5.41  C32 1.088
36 H 3.10 -2.68 -4.15  C32 1.088
37 H 4.16 -1.32 -3.73  C32 1.089
38 O -3.34 3.68 0.98  C39 1.216
39 C -2.52 4.58 1.04  O38 1.216, N40 1.357, C41 1.510
40 N -2.80 5.85 0.65  C39 1.357, H42 1.002, H43 1.005
41 C -1.11 4.34 1.53  C39 1.510, H44 1.085, H45 1.089, H46 1.090
42 H -2.13 6.59 0.66  N40 1.002
43 H -3.73 6.03 0.31  N40 1.005
44 H -0.64 3.60 0.89  C41 1.085
45 H -1.15 3.95 2.55  C41 1.089
46 H -0.50 5.24 1.52  C41 1.090
47 O 5.51 5.67 -4.19  C48 1.215
48 C 4.63 4.84 -4.07  O47 1.215, N49 1.361, C50 1.511
49 N 4.46 4.14 -2.91  C48 1.361, H51 1.003, H52 1.005
50 C 3.66 4.52 -5.18  C48 1.511, H53 1.088, H54 1.088, H55 1.090
51 H 3.74 3.45 -2.78  N49 1.003
52 H 5.09 4.32 -2.15  N49 1.005
53 H 4.21 4.18 -6.04  C50 1.088
54 H 3.12 5.43 -5.44  C50 1.088
55 H 2.94 3.75 -4.89  C50 1.090
56 O -0.29 7.23 -1.61  C57 1.217
57 C 0.92 7.13 -1.53  O56 1.217, N58 1.358, C59 1.511
58 N 1.56 5.94 -1.70  C57 1.358, H60 1.003, H61 1.004
59 C 1.81 8.31 -1.22  C57 1.511, H62 1.088, H63 1.088, H64 1.089
60 H 2.55 5.83 -1.63  N58 1.003
61 H 0.99 5.14 -1.92  N58 1.004
62 H 1.52 8.73 -0.26  C59 1.088
63 H 1.67 9.07 -1.99  C59 1.088
64 H 2.87 8.04 -1.18  C59 1.089
65 O 3.84 -4.84 2.96  C66 1.216
66 C 3.83 -4.10 3.92  O65 1.216, N67 1.362, C68 1.507
67 N 3.60 -2.77 3.80  C66 1.362, H69 1.003, H70 1.005
68 C 4.07 -4.58 5.33  C66 1.507, H71 1.089, H72 1.089, H73 1.089
69 H 3.59 -2.14 4.58  N67 1.003
70 H 3.44 -2.40 2.87  N67 1.005
71 H 5.05 -5.05 5.39  C68 1.089
72 H 3.31 -5.32 5.59  C68 1.089
73 H 4.02 -3.75 6.05  C68 1.089
74 O -4.98 -1.40 -0.53  C75 1.215
75 C -5.96 -2.09 -0.32  O74 1.215, N76 1.358, C77 1.510
76 N -6.03 -2.91 0.75  C75 1.358, H78 1.001, H79 1.005
77 C -7.16 -2.09 -1.24  C75 1.510, H80 1.088, H81 1.088, H82 1.089
78 H -6.82 -3.49 0.95  N76 1.001
79 H -5.23 -2.95 1.37  N76 1.005
80 H -6.84 -2.39 -2.23  C77 1.088
81 H -7.56 -1.08 -1.29  C77 1.088
82 H -7.94 -2.77 -0.90  C77 1.089
83 O -3.41 -5.46 -0.09  C84 1.214
84 C -3.60 -6.65 0.04  O83 1.214, N85 1.363, C86 1.510
85 N -4.64 -7.13 0.77  C84 1.363, H87 1.001, H88 1.004
86 C -2.69 -7.68 -0.59  C84 1.510, H89 1.088, H90 1.088, H91 1.089
87 H -4.82 -8.11 0.89  N85 1.001
88 H -5.26 -6.47 1.20  N85 1.004
89 H -1.68 -7.54 -0.21  C86 1.088
90 H -2.69 -7.54 -1.67  C86 1.088
91 H -3.01 -8.70 -0.37  C86 1.089
92 O 3.81 -2.33 7.68  C93 1.218
93 C 3.83 -1.54 8.61  O92 1.218, N94 1.358, C95 1.509
94 N 3.63 -0.22 8.42  C93 1.358, H96 1.001, H97 1.005
95 C 4.07 -1.99 10.03  C93 1.509, H98 1.088, H99 1.088, H100 1.089
96 H 3.64 0.45 9.17  N94 1.001
97 H 3.46 0.11 7.48  N94 1.005
98 H 5.04 -2.48 10.08  C95 1.088
99 H 3.30 -2.70 10.31  C95 1.088
100 H 4.05 -1.16 10.73  C95 1.089

Löwdin atomic charge list, values in e, 99 entries: number 1, C, carries -0.10; number 2, C, carries -0.26; number 3, C, carries -0.22; number 4, C, carries -0.17; number 5, C, carries -0.16; number 6, C, carries -0.12; number 7, C, carries -0.32; number 8, O, carries 0.08; number 9, C, carries -0.53; number 10, O, carries 0.12; number 11, O, carries -0.03; number 12, C, carries -0.61; number 13, I, carries 0.94; number 14, H, carries 0.07; number 15, H, carries 0.07; number 16, H, carries 0.05; number 17, H, carries 0.06; number 18, H, carries 0.11; number 19, H, carries 0.10; number 20, H, carries 0.08; number 21, H, carries 0.10; number 22, H, carries 0.11; number 23, H, carries 0.11; number 24, H, carries 0.10; number 25, H, carries 0.12; number 26, H, carries 0.12; number 27, H, carries 0.09; number 28, H, carries 0.09; number 29, O, carries 0.05; number 30, C, carries -0.59; number 31, N, carries 0.17; number 32, C, carries 0.00; number 33, H, carries 0.09; number 34, H, carries 0.09; number 35, H, carries 0.09; number 36, H, carries 0.09; number 37, H, carries 0.07; number 38, O, carries 0.03; number 39, C, carries -0.60; number 40, N, carries 0.17; number 41, C, carries 0.01; number 42, H, carries 0.09; number 43, H, carries 0.11; number 44, H, carries 0.06; number 45, H, carries 0.09; number 46, H, carries 0.08; number 47, O, carries 0.03; number 48, C, carries -0.60; number 49, N, carries 0.16; number 50, C, carries 0.00; number 51, H, carries 0.05; number 52, H, carries 0.11; number 53, H, carries 0.08; number 54, H, carries 0.09; number 55, H, carries 0.07; number 56, O, carries 0.02; number 57, C, carries -0.60; number 58, N, carries 0.17; number 59, C, carries -0.01; number 60, H, carries 0.08; number 61, H, carries 0.09; number 62, H, carries 0.08; number 63, H, carries 0.09; number 64, H, carries 0.07; number 65, O, carries 0.03; number 66, C, carries -0.60; number 67, N, carries 0.15; number 68, C, carries -0.01; number 69, H, carries 0.09; number 70, H, carries -0.01; number 71, H, carries 0.09; number 72, H, carries 0.09; number 73, H, carries 0.03; number 74, O, carries 0.03; number 75, C, carries -0.58; number 76, N, carries 0.16; number 77, C, carries 0.00; number 78, H, carries 0.09; number 79, H, carries 0.11; number 80, H, carries 0.08; number 81, H, carries 0.09; number 82, H, carries 0.07; number 83, O, carries 0.03; number 84, C, carries -0.60; number 85, N, carries 0.15; number 86, C, carries 0.00; number 87, H, carries 0.09; number 88, H, carries 0.10; number 89, H, carries 0.09; number 90, H, carries 0.09; number 91, H, carries 0.07; number 92, O, carries 0.02; number 93, C, carries -0.58; number 94, N, carries 0.16; number 95, C, carries 0.00; number 96, H, carries 0.10; number 97, H, carries 0.11; number 98, H, carries 0.09; number 99, H, carries 0.09

---

What is the multiplicity in the second record? 1

---

Among the records above, which one has the highest energy? C5H12N2